{
  "formula": "C17H33BN6Si2Sn",
  "method": "the ωB97M-V functional and the def2-TZVPD basis",
  "e_homo_ha": -0.572,
  "e_above_lowest_kcal_mol": 0.0,
  "charge": 2,
  "energy_ha": -1813.77135,
  "species": ["H", "N", "B", "N", "C", "Sn", "H", "C", "H", "C", "H", "C", "H", "H", "H", "N", "N", "N", "N", "C", "C", "H", "H", "C", "C", "C", "C", "H", "H", "H", "H", "H", "C", "Si", "C", "C", "C", "Si", "C", "C", "C", "H", "H", "H", "H", "H", "H", "H", "H", "H", "H", "H", "H", "H", "H", "H", "H", "H", "H", "H"],
  "xyz": [[-1.1594, 3.1717, -0.1449], [-0.2808, 1.8344, -1.5306], [0.5004, 0.7953, -3.7259], [0.3611, 1.9927, -2.7362], [0.5247, 3.3102, -2.9733], [-0.4767, -0.1981, -0.6519], [1.0059, 3.6164, -3.8788], [-0.0294, 4.0124, -1.9014], [-0.0277, 5.0800, -1.7457], [-0.5657, 3.0521, -1.0504], [0.8123, 1.1498, -4.8335], [-2.2293, -2.1595, 0.0742], [-2.5654, -2.1107, 1.1166], [-1.3159, -2.7581, -0.0010], [-3.0118, -2.6551, -0.5215], [-0.9120, 0.1172, -3.7148], [1.4532, -0.2896, -3.1693], [-1.4761, -0.3828, -2.5716], [1.2641, -0.7810, -1.9023], [-1.7792, -0.0121, -4.7360], [2.4825, -0.9360, -3.7474], [-1.4933, 0.3556, -5.7211], [2.7764, -0.6874, -4.7521], [-2.9263, -0.6233, -4.2413], [2.9924, -1.8429, -2.8278], [-2.7139, -0.8405, -2.8812], [2.2155, -1.7098, -1.6789], [-3.8159, -0.8865, -4.7895], [3.8283, -2.5064, -2.9507], [-3.3474, -1.2838, -2.1242], [2.2916, -2.2259, -0.7375], [-2.1542, -1.0637, -0.3637], [-0.4681, -1.9755, 3.5054], [0.9038, -1.4919, 2.3063], [2.5182, -1.2783, 3.2355], [1.1094, -3.0412, 1.2634], [0.4881, 0.0935, 1.3317], [-0.2075, 1.3637, 2.5727], [0.4850, 1.2619, 4.3281], [0.2494, 3.1270, 2.1207], [-2.0763, 1.2116, 2.6899], [-0.2637, -3.0161, 3.7992], [-1.4672, -1.9504, 3.0541], [-0.4913, -1.3776, 4.4212], [2.7269, -2.2166, 3.7712], [3.3407, -1.0921, 2.5305], [2.5004, -0.4614, 3.9647], [0.5670, -3.0434, 0.3108], [2.1750, -3.1952, 1.0421], [0.7635, -3.9070, 1.8484], [1.4221, 0.5041, 0.8946], [1.5784, 1.3549, 4.3306], [0.0781, 2.1403, 4.8541], [0.2076, 0.3723, 4.9014], [-0.6268, 3.6930, 1.7779], [0.6361, 3.6187, 3.0262], [1.0267, 3.1676, 1.3480], [-2.5677, 1.4353, 1.7327], [-2.4069, 0.2187, 3.0238], [-2.4285, 1.9491, 3.4288]],
  "atomic_forces_ev_per_a": [[0.423, -0.031, -0.319], [-0.056, -0.400, -0.075], [-0.278, -0.175, 0.296], [0.081, 0.095, 0.259], [-0.518, -0.687, 1.096], [3.092, 2.150, -1.492], [0.106, 0.257, -0.180], [0.025, 0.189, -0.230], [-0.129, -0.090, -0.141], [0.318, 0.077, -0.165], [-0.095, -0.110, 0.387], [-0.735, 0.362, -0.330], [0.259, 0.330, -0.294], [-0.057, 0.364, -0.076], [0.340, 0.302, 0.120], [-0.312, 0.084, -0.040], [0.002, -0.148, 0.303], [-0.500, -0.505, 0.067], [-0.067, 0.167, 0.381], [0.272, -0.097, 0.912], [-0.477, 0.187, 0.891], [-0.240, -0.242, 0.328], [0.076, -0.011, -0.045], [-0.489, -0.212, 0.122], [0.030, -0.064, 0.295], [0.670, 0.437, -0.798], [0.049, 0.266, -0.889], [0.056, 0.047, -0.020], [0.048, -0.021, -0.086], [0.015, 0.137, -0.365], [-0.022, 0.043, -0.089], [-1.324, -2.157, 1.014], [-0.005, 0.153, -0.053], [-0.032, -1.122, 0.942], [-0.022, 0.337, -0.242], [0.211, -0.024, -0.308], [0.116, -0.329, -0.768], [-0.776, 1.180, 1.000], [0.190, -0.480, -0.125], [0.055, -0.008, -0.288], [0.085, -0.203, -0.107], [-0.080, 0.273, -0.055], [0.123, -0.057, 0.151], [-0.098, -0.174, -0.229], [-0.068, 0.220, -0.165], [-0.083, -0.078, 0.214], [0.050, -0.283, -0.154], [0.152, -0.183, 0.082], [-0.257, -0.113, 0.024], [0.124, 0.254, -0.222], [-0.301, -0.148, 0.009], [-0.253, 0.090, 0.086], [0.052, -0.224, -0.251], [0.141, 0.269, -0.080], [0.286, -0.012, 0.121], [-0.114, -0.110, -0.355], [-0.111, 0.191, 0.126], [-0.045, 0.021, 0.118], [0.042, 0.243, -0.043], [0.054, -0.222, -0.263]]
}

{
  "formula": "C26H54N2O28",
  "method": "the ωB97M-V functional and the def2-TZVPD basis",
  "e_homo_ha": -0.368,
  "e_above_lowest_kcal_mol": 98.2,
  "smiles": "C[N+](=O)[O-].C[N+](=O)[O-].COC(=O)OC.COC(=O)OC.COC(=O)OC.COC(=O)OC.COC(=O)OC.COC(=O)OC.COC(=O)OC.COC(=O)OC",
  "energy_ha": -3239.01361,
  "species": ["C", "N", "O", "O", "H", "H", "H", "C", "N", "O", "O", "H", "H", "H", "C", "O", "C", "O", "O", "C", "H", "H", "H", "H", "H", "H", "C", "O", "C", "O", "O", "C", "H", "H", "H", "H", "H", "H", "C", "O", "C", "O", "O", "C", "H", "H", "H", "H", "H", "H", "C", "O", "C", "O", "O", "C", "H", "H", "H", "H", "H", "H", "C", "O", "C", "O", "O", "C", "H", "H", "H", "H", "H", "H", "C", "O", "C", "O", "O", "C", "H", "H", "H", "H", "H", "H", "C", "O", "C", "O", "O", "C", "H", "H", "H", "H", "H", "H", "C", "O", "C", "O", "O", "C", "H", "H", "H", "H", "H", "H"],
  "xyz": [[4.2065, 2.0116, -1.8872], [3.4360, 2.5328, -3.0382], [3.6732, 3.7310, -3.3511], [2.6847, 1.8448, -3.6535], [4.9480, 2.6500, -1.4069], [4.8280, 1.2026, -2.2710], [3.3684, 1.6535, -1.2893], [-0.7431, -0.1286, 0.0696], [0.6586, -0.0281, -0.4760], [0.9361, 1.0368, -1.0891], [1.3413, -1.0150, -0.3619], [-1.4629, 0.3699, -0.5796], [-0.6995, 0.2513, 1.0903], [-0.9152, -1.1993, 0.1800], [-3.3045, 2.7109, 1.2609], [-2.7416, 1.5611, 1.8980], [-3.3056, 0.7630, 2.8422], [-2.6878, -0.2607, 3.2232], [-4.5065, 1.1656, 3.1785], [-5.4049, 0.2640, 3.8390], [-3.8845, 3.4259, 1.8444], [-3.9330, 2.4266, 0.4169], [-2.5336, 3.2868, 0.7490], [-6.3418, 0.5023, 3.3354], [-5.5360, 0.4634, 4.9026], [-5.2283, -0.8100, 3.7811], [-0.5318, 3.8305, -2.0797], [-1.7194, 3.7771, -2.8930], [-2.7676, 3.0007, -2.5770], [-2.7232, 2.0980, -1.7602], [-3.8387, 3.3484, -3.2395], [-5.0312, 2.6322, -3.2333], [-0.0376, 2.8598, -2.1190], [-0.7746, 3.8113, -1.0172], [0.1178, 4.6469, -2.3952], [-5.7643, 3.1263, -3.8710], [-5.5964, 2.5526, -2.3047], [-4.9289, 1.6257, -3.6388], [-0.0326, -1.9642, 3.3237], [1.0242, -2.1877, 2.4499], [1.3205, -3.4463, 2.0389], [0.7739, -4.5113, 2.3571], [2.3045, -3.3972, 1.1655], [2.8908, -4.5389, 0.5579], [0.4571, -1.8528, 4.2911], [-0.8651, -2.6637, 3.2485], [-0.3988, -0.9479, 3.1785], [2.4180, -4.6162, -0.4211], [2.6594, -5.4395, 1.1266], [3.9521, -4.3832, 0.3645], [0.2124, 1.9322, 4.2297], [0.6074, 2.1904, 2.8797], [0.3907, 3.3652, 2.2522], [0.7689, 3.5480, 1.0757], [-0.2023, 4.3209, 3.0756], [-0.3523, 5.6586, 2.6779], [-0.6976, 1.3352, 4.1687], [0.0340, 2.8557, 4.7806], [1.0521, 1.5010, 4.7748], [-0.9821, 5.5974, 1.7903], [0.5953, 6.1436, 2.4437], [-0.9084, 6.1202, 3.4938], [2.6857, -7.1257, -2.9959], [1.8182, -6.5813, -2.0549], [0.7727, -5.8481, -2.3135], [0.5313, -5.3712, -3.4573], [0.0636, -5.4924, -1.0999], [-1.0095, -4.5658, -1.0521], [2.2297, -7.6361, -3.8442], [3.4168, -7.7312, -2.4601], [3.1972, -6.2946, -3.4813], [-1.9604, -5.0711, -1.2212], [-0.8896, -3.8390, -1.8554], [-0.9685, -4.0932, -0.0707], [-3.9019, -2.5924, 1.2930], [-5.1404, -1.8099, 1.3713], [-5.7272, -1.1792, 0.3696], [-5.3617, -1.2177, -0.7816], [-6.8851, -0.4641, 0.8205], [-7.3036, 0.6385, 0.0528], [-4.0598, -3.6300, 0.9990], [-3.6262, -2.5311, 2.3458], [-3.1652, -2.0639, 0.6882], [-7.1699, 1.6751, 0.3623], [-8.3347, 0.4316, 0.3394], [-7.1746, 0.4740, -1.0169], [4.8466, -0.0720, -6.0502], [4.8053, -0.5772, -4.7392], [3.9211, -1.5882, -4.4171], [3.1774, -2.1739, -5.1908], [4.1317, -1.8764, -3.1254], [3.2459, -2.7941, -2.4362], [5.8103, 0.2055, -6.4774], [4.2107, 0.7968, -6.2200], [4.5033, -0.7863, -6.7985], [2.2278, -2.8070, -2.8252], [3.2113, -2.5346, -1.3781], [3.6188, -3.8147, -2.5225], [3.1619, 0.2360, 1.9072], [3.8201, 1.1483, 2.7847], [4.2027, 2.3025, 2.2276], [4.0669, 2.6601, 1.0196], [4.6593, 3.0622, 3.2725], [5.1816, 4.3419, 2.9977], [3.1096, -0.7718, 2.3191], [3.6737, 0.1544, 0.9484], [2.1318, 0.4718, 1.6400], [5.7185, 4.7635, 3.8475], [4.3530, 4.9831, 2.6968], [5.8957, 4.2478, 2.1797]],
  "atomic_forces_ev_per_a": [[-0.214, -1.312, -0.113], [2.135, 4.001, -0.985], [-0.486, -1.764, 0.622], [-0.631, -1.099, 0.010], [-1.022, 0.762, -0.214], [-0.549, -0.474, -0.156], [0.672, -0.210, 0.672], [0.548, -0.559, 0.478], [-1.317, 2.041, -1.801], [0.050, -2.528, 1.604], [0.738, 0.370, -0.106], [0.300, 0.172, 0.153], [-0.150, 0.448, -0.207], [-0.132, 0.080, -0.267], [-0.917, 0.495, -0.951], [0.440, -0.265, 0.954], [1.997, -1.871, -0.672], [-1.979, 2.984, -0.796], [0.145, -0.289, 0.283], [-1.323, -0.077, 0.336], [0.157, -0.485, 0.753], [-0.172, -0.496, 0.184], [0.590, -0.409, 0.497], [-0.086, -0.355, 0.199], [0.437, 0.539, -0.040], [0.644, 0.301, -0.647], [-0.217, -1.894, 0.768], [-1.205, 0.718, -0.656], [1.750, -1.010, 1.657], [-0.128, 0.322, -0.281], [0.111, 1.687, -1.034], [-1.590, -1.186, -0.276], [0.364, 0.165, -0.644], [-0.253, 0.850, 0.055], [-0.478, -0.114, -0.050], [0.552, 0.402, -0.329], [0.799, 0.089, 0.633], [0.354, -0.059, 0.146], [-0.230, 1.040, 1.361], [1.251, -1.418, -2.024], [-1.207, -2.380, 0.348], [0.535, 2.530, -0.064], [0.951, 1.810, 0.247], [-1.006, -0.559, -0.512], [-0.613, -0.785, 0.584], [0.354, -0.152, 0.195], [-0.142, -0.173, -0.656], [-0.021, -0.296, 0.066], [0.231, 0.067, -0.001], [-0.063, 0.222, 0.597], [-0.185, 0.890, 0.391], [0.001, 0.967, -0.771], [0.989, 1.404, -1.967], [-1.588, -0.355, 3.828], [1.251, -2.868, 0.084], [-0.639, -0.251, -1.073], [0.234, -0.211, 0.399], [-0.339, 0.048, -0.279], [-0.106, -0.627, -0.470], [0.042, 0.730, -0.192], [-0.058, -0.013, 0.142], [0.284, 0.191, -0.139], [0.968, 0.813, -1.662], [-1.269, -0.597, 2.810], [-2.175, 3.784, -2.680], [0.203, -1.710, 4.007], [2.667, -2.107, -1.882], [0.132, 0.144, -1.278], [-0.473, -0.346, 0.472], [-0.354, -0.047, -0.054], [0.326, 0.071, 0.027], [-0.008, -0.083, 0.199], [-0.032, 0.225, 0.100], [0.024, -0.126, -0.071], [-0.577, 0.996, 0.446], [-0.880, 0.081, 0.682], [-0.324, 0.601, -1.072], [-0.462, 0.365, 0.868], [4.416, -1.811, 0.649], [-2.775, -0.895, -0.429], [-0.247, 0.267, -0.254], [0.435, -0.304, -0.235], [-0.150, -0.188, -0.130], [1.280, -0.259, 0.438], [-0.838, 1.058, -1.102], [0.204, 0.126, 0.128], [-0.982, -0.124, -2.147], [-0.307, -0.693, 0.876], [0.018, -0.576, -1.452], [1.125, 1.242, 1.408], [-0.467, 0.273, 0.135], [-0.085, -0.273, -0.344], [0.590, -0.117, 1.227], [-0.183, 0.094, 0.657], [-0.313, -0.443, 0.339], [0.118, 0.351, -0.245], [0.227, 0.376, -0.261], [0.249, 0.022, -0.161], [-0.244, -0.974, -1.241], [-0.137, 0.238, -0.616], [-0.847, 1.767, -2.194], [0.916, -1.306, 4.619], [-0.246, -1.340, -0.448], [0.103, 0.346, -1.195], [0.404, 0.348, 0.525], [0.257, 0.148, 0.096], [0.077, 0.737, 0.501], [-0.364, -0.457, 0.242], [0.202, 0.251, -0.034], [-0.060, 0.269, -0.137]]
}

{
  "formula": "C30H28N2SiTl",
  "method": "the ωB97M-V functional and the def2-TZVPD basis",
  "e_homo_ha": -0.310,
  "e_above_lowest_kcal_mol": 14.4,
  "charge": 1,
  "energy_ha": -1731.09150,
  "species": ["C", "C", "C", "H", "C", "C", "H", "H", "H", "H", "Tl", "C", "H", "H", "H", "Si", "C", "C", "H", "C", "H", "C", "H", "C", "H", "C", "H", "C", "C", "H", "C", "H", "C", "H", "C", "H", "C", "H", "H", "H", "C", "C", "N", "C", "C", "C", "C", "C", "C", "C", "C", "C", "N", "C", "H", "H", "H", "H", "H", "H", "H", "H"],
  "xyz": [[0.4511, 2.0914, 0.5471], [-0.3981, 2.8260, -0.3343], [-1.6057, 3.1334, 0.3639], [-0.1776, 3.0863, -1.3673], [-1.4894, 2.6118, 1.6893], [-0.2205, 1.9697, 1.7949], [0.1852, 1.4928, 2.6817], [1.4301, 1.6807, 0.3069], [-2.4599, 3.6663, -0.0488], [-2.2219, 2.7152, 2.4862], [-2.3246, -0.5131, 1.1978], [-1.6976, -2.0270, -2.1999], [-2.5136, -1.7570, -1.5276], [-1.4261, -3.0883, -2.1445], [-2.0170, -1.8356, -3.2228], [-0.1853, -0.0651, -2.7631], [1.5604, -0.0018, -3.3068], [2.3693, 1.1134, -3.0034], [1.8981, 2.0740, -2.7758], [3.7521, 0.9559, -2.9687], [4.3734, 1.7821, -2.6274], [4.3500, -0.2429, -3.3569], [5.4289, -0.3723, -3.2916], [3.5510, -1.2875, -3.8281], [3.9982, -2.1992, -4.2085], [2.1612, -1.1818, -3.7965], [1.5134, -2.0027, -4.1299], [-1.4508, 1.1409, -3.3046], [-1.0502, 2.0535, -4.2981], [-0.2329, 1.7983, -4.9795], [-1.6885, 3.2914, -4.4037], [-1.3146, 4.0331, -5.1128], [-2.8078, 3.5739, -3.6122], [-3.2977, 4.5450, -3.6832], [-3.3166, 2.5856, -2.7534], [-4.2397, 2.7654, -2.1961], [-2.6612, 1.3602, -2.6145], [-3.1014, 0.5920, -1.9739], [0.0432, 0.3956, -1.3947], [-0.6295, -1.3991, -2.0438], [1.9279, -2.9469, 0.7728], [1.0687, -1.8477, 0.6017], [0.2732, -1.3994, 1.5803], [0.3909, -1.9201, 2.8227], [1.2362, -3.0456, 3.0839], [1.9943, -3.5552, 2.0132], [1.2738, -3.5807, 4.4039], [0.5952, -2.9959, 5.4437], [-0.1698, -1.8068, 5.2588], [-0.7667, -1.0985, 6.3256], [-1.4332, 0.0898, 6.0656], [-1.5824, 0.5026, 4.7312], [-1.1005, -0.2051, 3.7054], [-0.3283, -1.2923, 3.9291], [2.5114, -3.2935, -0.0773], [1.0281, -1.3228, -0.3520], [2.6391, -4.4176, 2.1912], [1.8789, -4.4679, 4.5743], [0.6486, -3.4223, 6.4493], [-0.6739, -1.4845, 7.3457], [-1.8480, 0.7166, 6.8523], [-2.1008, 1.4333, 4.4831]],
  "atomic_forces_ev_per_a": [[-0.771, 0.158, 0.246], [-0.684, -0.223, 0.756], [0.743, -0.464, -0.268], [-0.045, 0.052, 0.152], [0.001, -0.569, -0.660], [0.208, -0.182, -0.676], [-0.063, 0.226, -0.290], [-0.100, 0.209, 0.112], [0.233, -0.035, 0.176], [0.147, 0.166, -0.103], [1.065, 1.386, 0.595], [1.045, -0.031, -1.310], [0.732, 0.390, 0.220], [0.248, 0.431, 0.264], [-0.135, -0.017, -0.060], [0.518, 4.332, 0.239], [0.699, -1.322, -1.477], [-0.458, -0.285, 0.305], [0.273, -0.320, 0.248], [-0.011, 0.196, -0.108], [-0.156, -0.113, -0.183], [-0.433, -0.277, -0.045], [-0.249, 0.107, -0.099], [-0.023, -0.053, -0.024], [0.059, 0.085, 0.084], [-0.018, 0.458, 0.348], [0.481, 0.170, 0.131], [-0.959, -0.537, -1.081], [0.088, 0.112, 0.233], [-0.084, 0.229, 0.386], [-0.191, 0.001, 0.023], [-0.179, -0.273, 0.188], [0.288, -0.492, 0.071], [0.122, -0.291, 0.020], [-0.017, -0.210, -0.187], [0.366, -0.029, -0.181], [0.152, 0.572, -0.111], [0.287, 0.331, 0.012], [-0.423, -0.550, 0.834], [-2.204, -2.624, 1.183], [-0.031, 0.143, 0.132], [-0.458, -0.317, 0.990], [0.412, -0.044, -0.460], [0.238, -0.569, -0.173], [-0.592, 0.986, -0.298], [-0.031, 0.015, -0.136], [-0.274, 0.069, 1.074], [0.697, -0.741, -0.368], [-0.161, 0.487, -0.959], [-0.155, 0.299, -0.135], [0.241, -0.210, -0.037], [0.305, -0.713, -0.438], [-0.275, -0.026, 0.112], [-0.323, -0.040, 1.144], [-0.009, 0.029, 0.263], [-0.106, -0.051, 0.191], [-0.162, 0.220, -0.118], [-0.107, 0.125, 0.048], [0.060, 0.110, -0.361], [-0.006, 0.173, -0.377], [0.110, -0.275, -0.080], [0.067, -0.388, 0.020]]
}